{"formula": "C21H20ClN5O", "method": "ωB97M-V/def2-TZVPD", "de_lowest_ev": 1.968, "smiles": "C=CCn1cc(-c2n[nH]c3c2CN(C(=O)C2(c4ccccc4Cl)CC2)C3)cn1", "charge": 0, "fmax_ev_per_a": 0.33, "species": ["C", "C", "N", "C", "H", "C", "H", "H", "C", "C", "N", "C", "C", "H", "H", "H", "C", "H", "H", "O", "H", "H", "H", "H", "C", "H", "C", "H", "Cl", "C", "C", "C", "C", "N", "H", "C", "H", "C", "C", "C", "C", "H", "H", "N", "H", "N", "C", "H"], "coordinates": [[2.0689, -2.1411, -0.2666], [4.8721, -4.7193, 2.5440], [-1.7425, 0.4514, -1.7306], [2.0046, -2.6006, 1.1500], [-0.6574, -1.0955, 0.9058], [5.5059, -7.8740, 0.5315], [4.9936, -9.8966, 1.0443], [-3.4224, -0.1682, 2.9965], [4.0881, -3.3728, 0.0369], [3.2091, -2.5735, -0.8621], [-1.8204, 0.0378, -0.4571], [-0.5920, -0.0208, -2.1781], [4.9015, -6.1704, 2.1590], [5.0891, -2.9516, 0.1439], [4.1855, -4.4108, -0.2911], [6.9967, -4.3621, 1.9728], [5.6625, -4.3137, 3.7557], [-3.9145, -1.5855, 0.3215], [6.2172, -5.0957, 4.2550], [2.6729, -4.0972, 3.2755], [1.9220, -1.7948, 1.8828], [5.2204, -3.5755, 4.4095], [1.1973, -3.3090, 1.3516], [-0.2823, 0.1661, -3.1928], [1.3770, -1.4246, -1.2700], [5.9536, -8.1329, -0.4188], [5.4671, -6.5521, 0.9427], [-3.6585, 0.8923, -0.3161], [3.7215, -6.8350, 4.5312], [3.5185, -4.0375, 2.4032], [-2.9642, 0.3994, 0.3632], [-0.7422, -0.6824, -0.0862], [4.4205, -8.5126, 2.5701], [3.1957, -2.1420, -2.1348], [-2.6619, 1.1203, 1.1260], [-3.7514, -0.9381, 2.3077], [3.8728, -2.2696, -2.8638], [0.0923, -0.7474, -1.1808], [4.3882, -7.1840, 2.9703], [-3.5899, -0.8037, 1.0011], [6.1191, -3.8881, 2.3920], [5.9973, -2.8444, 2.1353], [4.0147, -9.2672, 3.2294], [2.0758, -1.4331, -2.4001], [-4.2212, -1.8143, 2.7338], [3.3164, -3.2743, 1.2920], [4.9725, -8.8586, 1.3486], [5.9015, -5.7846, 0.3139]], "lowdin_charge": [-0.0912, -0.3346, 0.0805, -0.0604, 0.1308, -0.0781, 0.1056, 0.0608, -0.0401, -0.1874, -0.1704, -0.0977, -0.1744, 0.1172, 0.1207, 0.1098, -0.0714, 0.1075, 0.1084, 0.0656, 0.1309, 0.1172, 0.1299, 0.1079, -0.2019, 0.1036, -0.0400, 0.1225, 0.7469, -0.4001, -0.1446, -0.0092, -0.1051, 0.0410, 0.1225, 0.0103, 0.1545, -0.1509, -0.5735, -0.1723, -0.0754, 0.1055, 0.1028, 0.0985, 0.0561, -0.0034, -0.0820, 0.1072]}



{"formula": "C17H24ClN2O5P", "method": "ωB97M-V/def2-TZVPD", "de_lowest_ev": 0.000, "smiles": "C=CC[C@@]1(P(=O)(O)O)C(=O)N[C@](CC)([C@H](Cl)CC)[C@@]1(O)c1ccncc1", "charge": 0, "fmax_ev_per_a": 2.25, "species": ["H", "C", "C", "H", "H", "H", "C", "H", "H", "H", "O", "H", "C", "H", "H", "H", "H", "C", "C", "C", "C", "H", "C", "H", "H", "O", "H", "H", "H", "P", "C", "C", "N", "H", "C", "H", "C", "H", "O", "C", "O", "H", "H", "C", "N", "C", "H", "O", "Cl", "C"], "coordinates": [[0.6928, 3.2443, -1.4541], [1.5858, -1.1855, -0.4093], [0.8840, 1.1063, -1.9117], [4.6258, -0.3921, 0.7595], [-0.0558, 2.7791, -2.9814], [-1.0673, -3.3229, 1.1426], [0.6267, 0.1399, 4.3324], [-3.6583, 0.9882, -1.7306], [1.8148, 1.0146, -1.3630], [1.0356, 0.5306, -2.8178], [-0.6012, -1.9908, -0.7469], [-3.5388, 3.3294, -1.4084], [0.4113, -1.2705, 2.3088], [2.0971, 0.1065, 2.8973], [-1.8252, 3.3373, -1.2353], [-0.6041, -2.0026, -1.7089], [3.6835, -3.2369, -2.0193], [-2.7351, 1.3754, -1.3080], [-0.2677, 0.5112, -1.0778], [3.8844, -0.9116, 0.1664], [3.3709, -2.4640, -1.3301], [-0.2529, -0.3213, 4.7506], [-0.7449, 0.8494, 1.2941], [1.6721, 2.8364, -2.8260], [0.6003, 1.7300, 0.2581], [-3.0708, -1.0563, 0.2940], [2.3336, 0.2848, 0.9551], [1.0671, 0.9769, 4.8447], [-2.8707, 1.3322, -0.2378], [-2.0986, -1.4422, 1.3137], [1.1253, -0.2759, 3.1751], [0.7568, 2.5733, -2.3001], [4.3415, -1.8749, -0.6337], [-2.0560, -0.5706, -1.6415], [-1.6498, 0.4168, -1.7851], [-0.2649, -1.7750, 2.9890], [-2.6322, 2.8310, -1.7440], [-2.5848, 2.9580, -2.8183], [-2.5854, -0.9837, 2.7568], [2.0303, -2.1854, -1.2523], [-1.2333, 1.4352, 2.2258], [1.3457, -2.7569, -1.8472], [1.1128, -2.0253, 1.9629], [2.5779, -0.5298, 0.2978], [-0.3768, 1.4991, 0.0586], [0.1145, -0.8026, -0.3042], [-3.1762, -1.6578, 3.1105], [-1.9271, -3.0214, 1.4547], [-1.4845, 0.5292, -3.5840], [-0.4283, -0.6592, 1.1284]], "lowdin_charge": [0.0710, -0.1508, -0.2117, 0.1122, 0.0440, 0.0830, 0.0377, 0.1132, 0.0983, 0.0962, -0.0540, 0.0738, -0.1394, 0.0871, 0.0571, 0.1081, 0.1093, -0.2677, -0.3222, -0.1294, -0.1318, 0.0688, -0.3905, 0.0796, 0.1337, -0.2250, 0.1004, 0.0631, 0.0953, 0.4968, -0.1779, -0.0929, 0.0855, 0.0643, -0.5523, 0.0947, -0.1121, 0.0509, -0.0902, 0.0008, 0.1451, 0.1141, 0.1244, -0.0528, 0.1225, -0.2916, 0.0992, -0.0936, 0.6825, -0.2266]}



Number 1: E_tot -44120.3243 eV, orbital gap 8.846 eV. Number 2: E_tot -53048.5603 eV, orbital gap 10.171 eV.